Record 1
41
Properties=species:S:1:pos:R:3 method="wB97M-V/def2-TZVPD" energy_ev=-44754.28564 total_charge=0 smiles="Cc1nc([C@@H](C)NC(=O)c2cc(COc3ccc(F)c(F)c3)on2)cs1" orbital_gap_ev=9.42
S 3.848 2.696 0.615
F -4.782 3.997 0.307
F -3.421 2.697 -1.701
O -4.540 -1.480 0.338
O -1.625 -2.330 -1.642
O 1.070 -0.845 1.644
N 2.099 -1.539 -0.275
N 4.610 0.737 -0.843
N -0.323 -2.102 -1.370
C -5.313 1.917 1.293
C -2.364 -2.025 -0.561
C -1.544 -1.584 0.438
C -4.018 2.001 -0.721
C -4.545 -0.121 0.259
C -3.932 0.619 -0.746
C 1.038 -1.294 0.515
C -5.234 0.541 1.277
C 3.492 -1.266 0.061
C 3.879 -1.933 1.381
C 3.766 0.214 0.089
C 5.627 2.846 -1.576
C 4.767 2.003 -0.715
C -4.703 2.655 0.291
C 3.255 1.121 0.964
C -3.845 -2.219 -0.636
C -0.250 -1.656 -0.139
H 5.034 3.617 -2.066
H 3.730 -3.008 1.310
H 6.101 2.222 -2.328
H 6.394 3.339 -0.979
H -4.089 -3.265 -0.419
H -5.843 2.436 2.075
H 4.924 -1.733 1.598
H 4.096 -1.681 -0.750
H -5.702 -0.049 2.047
H -4.196 -1.988 -1.651
H 2.567 0.956 1.768
H -1.796 -1.258 1.423
H 1.890 -1.858 -1.209
H 3.265 -1.546 2.188
H -3.384 0.167 -1.556

***

Record 2
12
Properties=species:S:1:pos:R:3 method="wB97M-V/def2-TZVPD" energy_ev=-9809.41723 total_charge=0 de_lowest_kcal_mol=112.9 orbital_gap_ev="7.41 / 7.41"
O -0.906 -0.733 -1.089
O -0.276 1.872 1.644
N -1.450 0.296 0.680
C 0.501 1.200 -0.388
C 0.598 2.006 0.727
C -0.592 0.324 -0.271
C -0.237 -1.948 -0.694
H 1.148 1.204 -1.245
H 0.537 -1.736 0.049
H -0.962 -2.655 -0.280
H 0.214 -2.359 -1.598
H 1.432 2.733 0.813

***

Record 3
14
Properties=species:S:1:pos:R:3 method="wB97M-V/def2-TZVPD" energy_ev=-6344.57287 total_charge=0 smiles="C=CC#CCC" de_lowest_kcal_mol=143.2 orbital_gap_ev=9.21
C 2.131 -0.468 -0.201
C -0.351 -0.455 -0.284
C 3.308 0.379 -0.020
C -2.417 0.778 -0.084
C -1.877 -0.727 0.059
C 0.780 -0.343 -0.183
H 4.259 0.392 0.332
H -2.487 -1.351 -0.822
H -3.501 0.891 -0.467
H 3.136 1.530 0.029
H -1.776 -1.560 1.028
H 2.601 -1.424 0.163
H -1.359 1.330 -0.577
H -2.446 1.026 1.027

***

Record 4
51
Properties=species:S:1:pos:R:3 method="wB97M-V/def2-TZVPD" energy_ev=-165003.97697 total_charge=+1 de_lowest_kcal_mol=0.0 multiplicity=5 orbital_gap_ev="5.97 / 8.70"
Br -9.394 -8.204 11.261
Mn -5.855 -9.725 11.651
S -3.338 -8.229 9.817
P -7.889 -12.227 12.334
P -6.337 -11.738 9.906
O -7.428 -12.566 10.727
O -7.538 -13.402 13.158
O -7.238 -10.867 12.627
O -9.455 -11.967 12.166
O -6.642 -10.228 9.873
O -4.430 -8.385 10.863
O -6.607 -12.185 8.391
O -4.510 -10.167 13.214
O -4.961 -11.985 10.454
N -6.849 -7.859 12.514
N -4.694 -12.423 13.360
C -4.681 -11.086 15.425
C -8.362 -5.980 12.662
C -4.639 -11.222 13.932
C -1.733 -10.329 10.599
C -4.417 -7.968 8.329
C -5.957 -7.148 13.264
C -4.771 -6.499 8.171
C -5.210 -5.160 14.660
C -7.409 -5.236 13.385
C -6.220 -5.879 13.778
C -8.054 -7.301 12.292
C -2.733 -9.910 9.507
H -7.643 -4.198 13.635
H -5.734 -6.365 7.621
H -2.187 -9.878 8.550
H -9.649 -10.998 12.236
H -5.243 -13.199 13.785
H -0.889 -9.636 10.583
H -4.725 -5.885 15.298
H -3.932 -8.364 7.433
H -5.697 -10.938 15.711
H -3.620 -10.574 9.448
H -4.111 -10.201 15.666
H -4.838 -5.974 9.144
H -1.293 -11.332 10.456
H -7.003 -13.108 8.288
H -5.005 -7.620 13.479
H -5.285 -8.611 8.563
H -3.998 -6.051 7.544
H -5.750 -4.469 15.293
H -4.472 -4.615 14.096
H -2.196 -10.340 11.603
H -4.687 -12.478 12.308
H -4.264 -11.964 15.897
H -9.340 -5.611 12.462

***

Record 5
57
Properties=species:S:1:pos:R:3 method="wB97M-V/def2-TZVPD" energy_ev=-48217.00015 total_charge=+2 de_lowest_kcal_mol=6.9 orbital_gap_ev=6.61
Pt 0.518 1.562 -0.277
O 0.634 3.522 -0.642
O 2.571 0.013 3.548
O 2.003 5.254 -0.941
O 0.825 0.587 2.261
N 0.244 1.494 -2.232
N 0.441 -0.481 -0.189
N 2.275 2.337 0.932
N -0.098 -2.522 0.371
N -3.678 -7.780 2.756
C 1.989 0.704 2.596
C -0.435 -4.931 0.611
C 1.478 -1.310 -0.560
C 1.173 1.631 -4.393
C 4.632 3.327 1.893
C 1.320 1.533 -3.031
C 1.146 -2.579 -0.220
C -0.857 -3.640 0.882
C -2.724 -4.480 2.122
C -1.471 1.581 -0.379
C -3.069 -6.893 2.356
C -1.209 1.693 -4.080
C -1.162 -6.003 1.100
C -2.015 1.591 -1.655
C 4.076 2.177 2.460
C -2.309 -5.781 1.854
C 2.869 1.733 1.963
C -1.997 -3.407 1.638
C -2.215 1.604 0.773
C 2.737 3.488 0.468
C -0.113 1.715 -4.922
C -0.484 -1.240 0.377
C -4.184 1.623 -0.640
C 3.934 4.023 0.921
C 1.780 4.179 -0.470
C -1.016 1.584 -2.712
C -3.603 1.629 0.622
C -3.399 1.608 -1.783
H 4.272 4.970 0.520
H -0.841 -7.014 0.892
H 4.543 1.677 3.296
H 2.291 1.492 -2.555
H -1.760 1.625 1.757
H 0.444 -5.130 0.015
H 5.578 3.703 2.259
H 2.049 1.658 -5.024
H -1.418 -0.879 0.765
H -0.254 1.812 -5.990
H -3.862 1.620 -2.762
H -5.261 1.642 -0.732
H 1.936 -0.590 3.969
H 1.693 -3.492 -0.356
H -2.213 1.775 -4.469
H -3.613 -4.310 2.713
H -4.228 1.659 1.505
H 2.366 -0.954 -1.053
H -2.331 -2.407 1.875

***

Record 6
14
Properties=species:S:1:pos:R:3 method="wB97M-V/def2-TZVPD" energy_ev=-7820.28787 total_charge=0 de_lowest_kcal_mol=0.0 multiplicity=3 orbital_gap_ev="8.22 / 8.19"
N 1.106 -0.320 -1.185
C 0.392 0.120 -0.226
C -1.008 -1.808 -0.584
C -1.016 -0.426 0.053
C 0.978 1.068 0.717
C -0.541 -2.002 -1.857
C 0.528 -1.115 -2.202
H 1.165 -1.059 -3.033
H -1.076 -0.419 1.176
H 0.256 1.951 0.904
H -1.819 0.309 -0.359
H 2.017 1.431 0.310
H -1.480 -2.477 0.142
H 1.073 0.555 1.748

***

Record 7
17
Properties=species:S:1:pos:R:3 method="wB97M-V/def2-TZVPD" energy_ev=-19240.27390 total_charge=0 smiles="CCSC.O=CO" de_lowest_kcal_mol=16.5 orbital_gap_ev=9.94
S 1.022 0.847 -0.264
O -3.528 -1.090 0.550
O -2.213 0.174 -0.786
C 2.105 -0.518 0.123
C 1.090 1.659 1.355
C -2.457 -0.573 0.306
C 2.222 -1.404 -1.139
H 3.067 -0.146 0.532
H 2.133 1.818 1.630
H -1.594 -0.638 0.991
H 0.586 2.641 1.307
H 2.633 -2.369 -0.828
H 0.598 1.001 2.097
H 2.820 -0.991 -1.960
H 1.602 -1.116 0.904
H 1.198 -1.592 -1.497
H -1.234 0.186 -0.929

***

Record 8
14
Properties=species:S:1:pos:R:3 method="wB97M-V/def2-TZVPD" energy_ev=-12433.19250 total_charge=0 smiles="O=C(O)C[C@@H]1O[C@@H]1O" de_lowest_kcal_mol=68.7 orbital_gap_ev=9.11
O 1.441 0.505 1.294
O -2.176 -0.251 -0.210
O -1.378 1.900 -0.583
O 2.684 -0.573 -0.224
C 1.513 -0.205 0.327
C 0.332 -0.777 -0.447
C -0.953 -0.718 0.316
C -1.606 0.877 0.273
H -1.587 1.196 1.308
H -1.043 -1.298 1.226
H -1.477 1.583 -1.492
H 0.263 -0.215 -1.384
H 0.574 -1.811 -0.711
H 3.414 -0.214 0.307